Record 1
Below is a gas-phase ion, C3H4FO4 (charge -1), with properties calculated with ωB97M-V/def2-TZVPD.

Last column: natural (NBO) charge in e.
Geometry (Å):
O -0.841 -2.478 -1.260  -0.762
C -0.116 -1.482 -1.331  0.727
O 1.046 -1.274 -1.621  -0.771
C -0.683 -0.205 -0.631  0.452
O -1.825 -0.526 0.015  -0.738
F -1.000 0.646 -1.729  -0.416
C 0.345 0.628 0.240  -0.092
O 1.601 0.953 -0.335  -0.747
H -2.323 -1.276 -0.480  0.511
H -0.279 1.595 0.428  0.170
H 0.401 -0.057 1.110  0.158
H 1.834 0.251 -0.918  0.508

- LUMO (eV) = 4.1
- net charge = -1
- HOMO (eV) = -4.504



Record 2
Below is 2 unconnected molecules or ions with the total composition C3H4FP, with properties calculated with ωB97M-V/def2-TZVPD.

Last column: natural (NBO) charge in e.
Geometry (Å):
C -0.398 -1.049 -0.584  -0.294
C 0.535 -0.443 -0.107  0.026
C 1.594 0.512 0.193  -0.721
F -3.536 -0.307 0.369  -0.601
P -2.696 0.818 -0.516  0.599
H -1.041 -1.863 -0.472  0.237
H 1.261 1.352 0.917  0.241
H 2.077 1.056 -0.722  0.259
H 2.204 -0.076 0.923  0.253

- LUMO (spin up / spin down) (eV) = -0.8 / -1.0
- net charge = 0
- HOMO (spin up / spin down) (eV) = -8.294 / -7.762



Record 3
Below is a molecular structure, C3H4GdO4, with properties calculated with ωB97M-V/def2-TZVPD.

Last column: Löwdin charge in e.
Geometry (Å):
O 0.142 0.006 -2.455  -0.253
O -1.410 1.454 0.170  0.071
C -0.857 0.756 1.197  -0.284
C 0.589 0.322 0.959  -0.141
O 0.915 0.495 -0.434  0.014
C 0.441 -0.396 -1.289  -0.840
H -0.860 1.308 2.174  0.134
H -1.384 -0.215 1.402  0.155
H 0.711 -0.744 1.203  0.120
H 1.288 0.927 1.557  0.130
O 0.496 -1.639 -1.040  -0.255
Gd -0.071 -2.274 -3.443  1.149

- LUMO (spin up / spin down) (eV) = 0.1 / -1.7
- 2S+1 = 9
- net charge = 0
- HOMO (spin up / spin down) (eV) = -8.400 / -5.694
- <S²> = 20.39



Record 4
Below is a molecular structure, C3H4HgO3, with properties calculated with ωB97M-V/def2-TZVPD.

Last column: natural (NBO) charge in e.
Geometry (Å):
C 1.578 -0.927 -0.542  0.376
O 2.487 -0.107 -0.512  -0.716
O -1.408 1.108 -0.023  -0.813
O 0.637 -0.612 0.545  -0.682
C -1.614 -0.118 -0.162  0.278
C -0.655 -1.130 0.424  -0.181
H -2.008 -0.449 -1.150  0.123
H -0.662 -2.026 -0.226  0.195
H -1.039 -1.439 1.411  0.188
Hg 0.886 1.632 0.322  0.645
H -3.457 -0.699 0.151  -0.413

- LUMO (spin up / spin down) (eV) = 3.7 / 1.6
- 2S+1 = 2
- net charge = -1
- HOMO (spin up / spin down) (eV) = -3.304 / -3.142
- <S²> = 0.76



Record 5
Below is a molecular structure, C3H4IN, with properties calculated with ωB97M-V/def2-TZVPD.

Last column: natural (NBO) charge in e.
Geometry (Å):
C 0.105 0.576 -0.260  -0.104
C 0.996 0.003 0.860  0.039
C -0.502 -0.838 -0.104  -0.309
N 0.609 -1.161 0.800  -0.288
I -1.633 2.825 -0.933  -0.228
H 0.552 0.791 -1.316  0.247
H 1.885 0.247 1.390  0.206
H -1.439 -1.039 0.530  0.230
H -0.573 -1.403 -0.967  0.207

- LUMO (spin up / spin down) (eV) = -2.2 / -2.2
- net charge = 0
- HOMO (spin up / spin down) (eV) = -9.233 / -9.233



Record 6
Below is C3H4INO2 in the gas phase, with properties calculated with ωB97M-V/def2-TZVPD.

Last column: natural (NBO) charge in e.
Geometry (Å):
C 0.092 0.731 -0.631  -0.030
C 0.035 0.377 -4.580  0.401
C -0.200 -0.396 0.228  -0.650
N 0.108 0.821 -1.893  0.025
O -0.050 0.585 -5.713  -0.461
O 0.306 1.687 -2.703  -0.359
I 0.535 -1.193 -3.416  0.227
H 0.375 1.629 -0.036  0.169
H 0.642 -0.984 0.559  0.228
H -0.768 -1.096 -0.254  0.222
H -0.782 0.063 1.066  0.227

- LUMO (spin up / spin down) (eV) = -0.6 / -0.7
- net charge = 0
- HOMO (spin up / spin down) (eV) = -7.992 / -8.277